No. 1
88
Properties=species:S:1:pos:R:3:forces:R:3 method="wB97M-V/def2-TZVPD" gap_ev=3.415 e_homo_ev=0.42 total_charge=-2
Pd -0.6463 1.3051 -1.0481 -0.3994 -0.5824 0.1601
C 2.9731 -3.8625 4.3422 0.0135 -0.0241 0.0115
S 1.3299 -4.6069 4.3921 0.0272 -0.0089 0.0037
C 0.3387 -3.1638 3.9237 0.0325 -0.0233 -0.0160
C 0.6640 -2.5904 2.5549 -0.0550 0.0111 0.0096
C -0.2131 -1.3770 2.2453 0.1593 -0.0785 -0.1439
N 0.1531 -0.6916 1.0134 -0.0917 0.0534 0.1152
P 0.8824 0.8887 1.0138 0.0526 -0.1156 0.3490
C 2.2120 0.3958 2.3103 0.0520 0.1663 -0.1385
C 2.2090 0.6012 3.6894 -0.0109 -0.1085 0.1227
C 3.2957 0.2367 4.4851 -0.1030 -0.0045 -0.0675
C 4.4194 -0.3425 3.9149 -0.0160 -0.0066 -0.0133
C 4.4523 -0.5401 2.5376 -0.0716 0.0110 -0.0489
C 3.3707 -0.1612 1.7540 0.0029 -0.0519 0.0042
C -0.1636 1.8793 2.1704 0.0364 -0.0738 -0.0207
C 0.3700 3.0510 2.6991 0.0153 0.0860 -0.0368
C -0.3900 3.8859 3.5064 -0.0202 -0.0656 0.0099
C -1.7031 3.5518 3.8101 0.0304 -0.0413 -0.0368
C -2.2507 2.3916 3.2761 0.0229 0.0420 0.0116
C -1.4893 1.5725 2.4554 -0.0473 -0.0454 -0.0003
P -0.5893 -0.9020 -0.5661 0.6633 0.9730 0.1020
C -1.5136 -2.5010 -0.1951 -0.1569 0.2073 -0.3436
C -1.0989 -3.7920 -0.5163 0.0202 -0.1333 0.0850
C -1.9122 -4.8936 -0.2572 0.0904 0.1014 -0.0062
C -3.1625 -4.7220 0.3181 -0.0117 -0.0173 -0.0041
C -3.6107 -3.4378 0.6021 0.0741 0.0945 -0.0084
C -2.7986 -2.3452 0.3265 -0.1318 -0.0342 0.1346
C 0.8467 -1.6228 -1.5097 -0.1777 -0.2071 0.0349
C 0.9193 -1.3520 -2.8752 0.0150 0.0031 -0.0212
C 1.9838 -1.8147 -3.6373 -0.0259 -0.0027 0.0397
C 3.0141 -2.5298 -3.0375 -0.0290 0.0008 0.0281
C 2.9710 -2.7770 -1.6715 -0.0625 0.0440 0.0039
C 1.8886 -2.3321 -0.9186 0.0735 -0.0502 -0.0314
H 3.6632 -4.5662 4.8077 -0.0045 0.0161 -0.0071
H 2.9861 -2.9254 4.8988 0.0044 0.0036 0.0053
H 3.2975 -3.6671 3.3220 0.0040 0.0019 -0.0002
H 0.4722 -2.4017 4.6965 -0.0480 0.0127 -0.0106
H -0.6973 -3.5101 3.9645 -0.0004 0.0395 0.0072
H 0.5242 -3.3584 1.7893 0.0128 -0.0029 0.0097
H 1.7044 -2.2630 2.5250 0.0337 -0.0268 -0.0222
H -0.1289 -0.6664 3.0709 -0.0082 0.0000 0.0276
H -1.2605 -1.6976 2.2264 -0.0107 0.0351 0.0108
H 1.3366 1.0409 4.1603 0.0147 0.0263 0.0064
H 3.2553 0.4000 5.5573 -0.0046 0.0131 0.0000
H 5.2616 -0.6335 4.5328 0.0098 0.0133 -0.0021
H 5.3297 -0.9762 2.0722 -0.0047 -0.0043 -0.0050
H 3.4101 -0.2949 0.6761 0.0145 -0.0010 0.0109
H 1.3890 3.3293 2.4485 -0.0062 0.0018 0.0049
H 0.0389 4.8065 3.8851 0.0064 0.0020 0.0021
H -2.3037 4.2037 4.4341 -0.0041 0.0064 -0.0099
H -3.2855 2.1381 3.4777 0.0009 0.0040 -0.0122
H -1.9380 0.7030 1.9895 -0.0002 0.0115 0.0044
H -0.1233 -3.9454 -0.9606 -0.0045 -0.0065 -0.0036
H -1.5585 -5.8898 -0.4981 0.0052 -0.0010 -0.0081
H -3.7871 -5.5807 0.5363 -0.0095 0.0026 -0.0271
H -4.5961 -3.2860 1.0273 -0.0021 0.0055 0.0051
H -3.1590 -1.3372 0.5157 0.0029 -0.0021 -0.0173
H 0.1566 -0.7234 -3.3239 0.0059 0.0131 0.0118
H 2.0252 -1.5857 -4.6956 0.0019 0.0123 0.0038
H 3.8562 -2.8732 -3.6276 0.0119 0.0134 -0.0003
H 3.7849 -3.3066 -1.1879 -0.0059 -0.0171 0.0021
H 1.8595 -2.5208 0.1477 0.0323 0.0159 0.0027
C -0.2798 6.0725 -0.9634 -0.0606 -0.0918 0.0115
C -0.2228 4.5879 -1.3114 -0.0873 -0.0131 0.0182
S -1.5709 3.6371 -0.6447 0.2952 -0.1165 -0.0285
C 0.7828 4.0969 -2.0684 -0.0048 -0.1103 -0.0262
C 1.8805 4.9981 -2.5967 -0.0128 -0.0658 0.0006
S 0.9981 2.3982 -2.5389 0.0259 0.1320 -0.0220
H -1.1132 6.2492 -0.2841 0.0106 -0.0031 -0.0070
H -0.4304 6.7050 -1.8479 -0.0008 -0.0064 -0.0050
H 0.6348 6.4189 -0.4684 0.0032 -0.0067 0.0005
H 1.6919 6.0593 -2.4231 -0.0099 0.0162 0.0015
H 2.0031 4.8434 -3.6736 0.0034 -0.0028 0.0106
H 2.8423 4.7418 -2.1363 -0.0212 -0.0086 -0.0124
C -3.8998 0.8859 -7.0942 0.0307 0.0230 -0.0017
C -3.3989 0.9213 -5.6745 -0.0260 -0.0587 -0.0225
C -3.3268 -0.2311 -4.9023 0.0142 0.0060 0.0430
C -2.8975 -0.1285 -3.5838 -0.0238 -0.0962 -0.0219
N -2.5455 1.0106 -3.0096 -0.2092 -0.0006 -0.2592
C -2.5884 2.1152 -3.7506 0.0189 0.0133 -0.0040
C -3.0105 2.1113 -5.0753 0.0311 0.1059 0.0716
H -3.8773 -0.1276 -7.4970 0.0020 0.0000 0.0062
H -3.2968 1.5261 -7.7405 0.0035 -0.0061 0.0073
H -4.9306 1.2454 -7.1489 -0.0027 -0.0058 -0.0021
H -3.5969 -1.1975 -5.3152 -0.0029 0.0066 -0.0015
H -2.8248 -1.0143 -2.9541 -0.0045 0.0023 -0.0175
H -2.2635 3.0191 -3.2407 0.0044 -0.0094 -0.0075
H -3.0244 3.0419 -5.6328 0.0047 -0.0107 -0.0094

---

No. 2
99
Properties=species:S:1:pos:R:3:forces:R:3 method="wB97M-V/def2-TZVPD" s_squared=0.779 gap_ev="7.663 / 5.177" e_homo_ev="-10.03 / -10.04" total_charge=+1 multiplicity=2
Ru 0.1459 1.0690 0.8351 -0.9930 0.3730 2.2526
O 1.4911 -0.6790 -3.0308 -0.1761 -0.2755 -0.5410
C 1.6653 -0.3146 -1.7831 -0.2595 -0.2129 0.8138
O 0.9174 -0.6010 -0.8532 0.3064 0.5457 -0.6635
C 2.9929 0.4145 -1.6482 -0.2491 0.2614 0.0760
O 2.9847 1.3809 -0.6457 0.4311 0.0348 0.0665
C 2.4908 2.6714 -0.9896 -0.2923 -0.1011 0.0704
C 1.0145 2.6952 -0.5951 0.0065 0.3585 -0.6738
O 0.6941 3.2691 0.4996 0.4717 -1.1631 0.1117
O 0.2006 2.0557 -1.3244 -0.0132 0.3694 0.1832
H 0.6107 -1.0736 -3.2159 0.2061 0.0333 0.4036
H 3.7483 -0.3179 -1.3594 0.0101 -0.1609 -0.0906
H 3.2565 0.8233 -2.6234 0.0669 0.0549 -0.0583
H 3.0517 3.3870 -0.3980 0.0547 0.0723 0.0113
H 2.6082 2.8750 -2.0548 0.0226 -0.0158 -0.0548
C -4.3652 -0.2943 -0.9007 0.0378 -0.0513 0.1436
N -4.2689 0.2054 0.4662 -0.4090 -0.0309 -0.2932
C -5.5212 0.3034 1.2131 0.1288 -0.0064 -0.0535
C -3.0704 0.4345 1.0438 0.5439 -0.0593 0.1243
N -1.9028 0.1971 0.5541 0.6872 -0.5183 -0.5762
N -3.1632 0.9877 2.3156 -0.0637 -0.0365 0.0208
C -2.2415 1.8151 2.9101 0.2871 -0.1176 0.0584
N -2.7362 2.5062 3.9714 0.1344 0.0245 0.2183
N -1.0221 1.8842 2.5328 1.1037 -0.2159 -1.2116
H -5.2371 0.1520 -1.3761 -0.0064 -0.0099 0.0377
H -4.4587 -1.3817 -0.9342 0.0284 -0.0394 0.0031
H -3.4980 0.0031 -1.4782 0.0832 0.0481 -0.0676
H -6.3413 0.1697 0.5188 -0.0565 -0.0323 -0.0701
H -5.6556 1.2862 1.6690 0.0010 0.0279 -0.0476
H -5.6081 -0.4741 1.9766 0.0141 -0.0036 0.0277
H -1.8889 -0.1873 -0.3834 -0.3313 -0.0784 0.0315
H -4.0624 0.9512 2.7509 -0.1086 0.0544 0.1067
H -3.7204 2.5856 4.1372 -0.1113 0.0393 -0.0584
H -2.1508 3.1924 4.4139 0.0096 -0.0149 0.0190
H -0.4801 2.5654 3.0428 -0.0319 0.2121 0.0745
C 1.3282 0.4999 4.0277 0.2198 -0.4522 -0.0305
C 2.2810 -0.0740 5.0726 -0.1627 0.1918 -0.0198
As 1.8393 0.6833 6.8503 0.0568 -0.0446 -0.1259
C 3.5502 0.3320 7.7190 0.0476 -0.0047 0.1315
C 4.3221 -0.7861 7.4180 -0.0409 0.0157 -0.0304
C 5.5068 -1.0309 8.1039 -0.0034 0.0006 0.0199
C 5.9256 -0.1641 9.1026 -0.0300 0.0286 -0.0206
C 5.1562 0.9511 9.4153 -0.0039 -0.0226 -0.0042
C 3.9744 1.1935 8.7307 0.0110 -0.0700 -0.0272
C 2.1964 2.5425 6.3485 0.0202 0.0788 0.0660
C 3.4366 2.9510 5.8599 -0.0140 0.0476 -0.0187
C 3.6663 4.2848 5.5503 -0.0377 -0.0234 0.0170
C 2.6571 5.2262 5.7247 -0.0095 -0.0230 0.0053
C 1.4150 4.8282 6.2002 0.0060 -0.0254 -0.0306
C 1.1879 3.4902 6.5096 0.0649 -0.0258 -0.0589
P 1.7642 0.1174 2.2739 -1.4962 0.9241 0.0090
C 1.8657 -1.6842 2.1964 -0.0378 -0.0204 -0.2717
C 0.9856 -2.4520 2.9584 0.0897 -0.0288 0.0117
C 0.9927 -3.8348 2.8515 -0.0515 -0.0180 -0.0288
C 1.8569 -4.4613 1.9628 -0.0079 0.0033 0.0194
C 2.7037 -3.7001 1.1686 -0.0195 -0.0141 -0.0097
C 2.6994 -2.3177 1.2768 0.0205 -0.0124 0.0132
C 3.4385 0.8210 2.2642 -0.0013 -0.0645 -0.1910
C 4.6074 0.0790 2.3977 0.0332 0.0899 0.0283
C 5.8333 0.7292 2.4909 -0.0104 -0.0121 0.0026
C 5.8953 2.1146 2.4491 0.0006 -0.0171 -0.0237
C 4.7282 2.8566 2.3071 0.0267 0.0068 0.0368
C 3.5045 2.2137 2.2227 0.0292 -0.0083 -0.0198
H 1.3417 1.5915 4.0688 -0.0316 0.0430 -0.0008
H 0.3013 0.1769 4.2087 -0.0508 0.0672 -0.0291
H 3.3120 0.1864 4.8424 0.0947 0.0184 -0.0120
H 2.2089 -1.1596 5.1108 -0.0272 -0.0565 0.0421
H 4.0036 -1.4778 6.6457 0.0408 0.0125 0.0205
H 6.1005 -1.9040 7.8600 -0.0289 0.0328 0.0021
H 6.8466 -0.3570 9.6390 -0.0314 0.0108 -0.0218
H 5.4756 1.6295 10.1977 -0.0139 -0.0273 -0.0404
H 3.3771 2.0636 8.9791 0.0318 0.0219 0.0221
H 4.2358 2.2270 5.7329 -0.0161 0.0318 0.0215
H 4.6399 4.5935 5.1869 -0.0483 -0.0178 0.0001
H 2.8430 6.2701 5.5007 -0.0097 -0.0548 -0.0006
H 0.6300 5.5610 6.3473 0.0295 -0.0248 -0.0059
H 0.2234 3.1776 6.8950 -0.0071 0.0286 0.0506
H 0.2887 -1.9721 3.6354 0.0457 -0.0310 0.0203
H 0.3157 -4.4247 3.4580 0.0383 0.0269 -0.0222
H 1.8639 -5.5419 1.8848 0.0029 0.0524 0.0031
H 3.3652 -4.1847 0.4614 -0.0076 0.0153 0.0143
H 3.3497 -1.7264 0.6419 -0.0124 -0.0364 0.0373
H 4.5719 -1.0011 2.4446 0.0117 0.0088 0.0397
H 6.7413 0.1484 2.5972 -0.0275 0.0157 0.0126
H 6.8529 2.6158 2.5271 -0.0446 -0.0205 -0.0307
H 4.7753 3.9384 2.2573 -0.0242 -0.0438 0.0407
H 2.5946 2.7949 2.1035 0.0240 0.0040 -0.0335
C -1.3395 -4.0271 -3.6149 -0.1013 0.1317 -0.1397
S -3.1097 -3.8089 -3.9369 -0.0984 0.2023 -0.0498
C -3.2942 -2.3016 -4.7959 -0.1707 -0.6153 -0.1022
C -2.6818 -1.0615 -4.5960 0.3923 0.5634 0.2459
S -1.5796 -0.5956 -3.4128 -0.4828 -0.2676 -0.2906
S -3.2427 0.1945 -5.6908 0.0986 -0.1118 0.1333
C -4.4421 -0.7185 -6.5403 -0.1638 0.2322 -0.1577
S -5.3860 -0.1170 -7.7161 0.0532 -0.1076 0.0992
S -4.5146 -2.3778 -6.0228 0.2270 -0.1069 0.1991
H -1.2217 -5.0974 -3.4368 -0.0375 0.1025 -0.0511
H -1.0301 -3.4626 -2.7462 0.0703 0.0782 0.0909
H -0.7742 -3.7340 -4.4967 0.0422 -0.0434 0.0496

---

Across the entries above, relative energy (zero: lowest compared OMol25 entry of this formula, charge and spin) takes the values 48.3, 0.0 kJ/mol, respectively.